C22H23N5O4S | ωB97M-V with the def2-TZVPD basis set

```
! wB97M-V def2-TZVPD RIJCOSX def2/J DEFGRID3
* xyz 0 1
C 2.953 3.809 4.049
C 2.886 2.892 2.867
C 2.463 1.579 3.002
C 2.420 0.728 1.900
C 2.817 1.197 0.652
C 3.230 2.509 0.509
C 3.260 3.350 1.607
H 3.587 4.374 1.493
H 3.534 2.875 -0.460
H 2.792 0.525 -0.191
C 1.981 -0.686 2.002
O 2.427 -1.567 1.278
N 1.042 -0.941 2.943
H 0.579 -0.170 3.396
C 0.467 -2.261 3.126
H -0.018 -2.304 4.101
H 1.271 -3.000 3.073
C -0.573 -2.531 2.025
O -1.763 -2.423 2.219
N 0.023 -2.828 0.843
C -0.583 -2.854 -0.412
C 0.233 -2.616 -1.521
C -0.331 -2.480 -2.773
C -1.702 -2.597 -2.911
C -2.511 -2.911 -1.838
C -1.952 -3.061 -0.582
H -2.570 -3.282 0.271
H -3.573 -2.994 -1.999
S -2.433 -2.021 -4.428
O -1.721 -2.500 -5.576
O -3.851 -2.167 -4.402
N -2.000 -0.373 -4.349
C -1.880 0.266 -3.148
N -2.685 -0.132 -2.173
C -2.547 0.451 -0.988
C -1.588 1.438 -0.787
C -0.811 1.810 -1.878
N -0.955 1.218 -3.058
C 0.221 2.887 -1.782
H -0.270 3.859 -1.757
H 0.806 2.777 -0.871
H 0.871 2.848 -2.651
H -1.459 1.909 0.175
C -3.455 -0.012 0.102
H -4.297 -0.542 -0.332
H -3.806 0.832 0.691
H -2.923 -0.694 0.765
H -1.338 -0.078 -5.051
H 0.270 -2.257 -3.640
H 1.297 -2.493 -1.380
H 1.041 -2.716 0.826
H 2.199 1.209 3.983
H 2.554 3.332 4.941
H 2.388 4.720 3.857
H 3.986 4.096 4.243
*
```

**Gap between HOMO and LUMO**: 9.017 eV
**Energy relative to the best compared isomer or geometry (same formula, charge and spin)**: 0.0 kcal per mole

Atomic partial charges in e from the Mulliken method, atoms 1 to 4: C -1.49; C 0.70; C -0.51; C 0.47

C22H23N5PtS | ωB97M-V with the def2-TZVPD basis set

```
! wB97M-V def2-TZVPD RIJCOSX def2/J DEFGRID3
* xyz 0 3
Pt -0.281 0.620 0.733
N -4.449 1.021 -0.567
C -3.134 0.709 -0.327
S -2.320 1.718 0.880
N -2.575 -0.248 -0.977
N -1.258 -0.423 -0.718
C -0.552 -1.449 -1.238
C -1.154 -2.401 -2.191
C -1.858 -1.955 -3.310
C -2.426 -2.861 -4.190
C -2.320 -4.225 -3.956
C -1.644 -4.679 -2.833
C -1.061 -3.776 -1.959
C 0.789 -1.563 -0.795
C 1.732 -2.443 -1.380
C 3.013 -2.503 -0.907
C 3.387 -1.683 0.179
C 2.457 -0.815 0.689
N 1.208 -0.711 0.220
H -4.907 1.548 0.155
H -5.002 0.306 -1.009
H -1.953 -0.893 -3.484
H -2.957 -2.498 -5.061
H -2.767 -4.931 -4.644
H -1.579 -5.741 -2.631
H -0.551 -4.132 -1.073
H 1.422 -3.053 -2.215
H 3.735 -3.167 -1.363
H 4.383 -1.729 0.594
H 2.706 -0.167 1.520
C -0.040 3.441 0.253
N 0.926 2.339 0.279
C 1.514 2.134 -1.038
C 1.948 2.587 1.312
C 1.333 2.235 2.630
C 1.645 2.842 3.839
C 1.014 2.424 5.002
C 0.066 1.408 4.945
C -0.265 0.831 3.723
C 0.363 1.252 2.556
H 0.434 4.356 -0.126
H -0.407 3.623 1.261
H -0.884 3.183 -0.382
H 2.069 3.023 -1.367
H 0.725 1.930 -1.761
H 2.194 1.282 -1.012
H 2.323 3.619 1.283
H 2.794 1.924 1.114
H 2.373 3.646 3.869
H 1.242 2.906 5.944
H -0.428 1.075 5.850
H -1.025 0.061 3.683
*
```

**Expectation value of S²**: 2.0233
**Gap between HOMO and LUMO (alpha / beta)**: 6.084 / 6.643 eV
**Energy relative to the best compared isomer or geometry (same formula, charge and spin)**: 0.0 kcal per mole

Atomic partial charges in e from the Mulliken method, atoms 1 to 4: Pt 1.27; N -0.48; C 0.62; S -0.73

C22H23NO4 | ωB97M-V with the def2-TZVPD basis set

```
! wB97M-V def2-TZVPD RIJCOSX def2/J DEFGRID3
* xyz 0 1
O 2.985 -2.607 -1.142
C 3.576 -2.910 -0.137
O 4.453 -3.925 -0.120
H 4.501 -4.348 -0.992
C 3.451 -2.272 1.217
H 2.514 -2.617 1.661
H 4.277 -2.627 1.834
C 3.432 -0.734 1.185
C 3.525 -0.175 2.625
H 2.825 0.654 2.740
H 3.267 -0.927 3.367
C 4.953 0.342 2.777
H 5.631 -0.479 3.016
H 5.041 1.097 3.557
C 5.266 0.883 1.387
H 6.331 1.046 1.223
H 4.746 1.830 1.233
C 4.695 -0.195 0.468
H 4.465 0.184 -0.526
H 5.425 -0.997 0.357
C 2.165 -0.228 0.483
C 0.872 -0.567 1.200
O 0.776 -1.351 2.120
N -0.180 0.117 0.657
C -1.523 0.071 0.982
C -1.994 -0.631 2.093
C -3.335 -0.622 2.414
C -4.241 0.091 1.640
C -3.798 0.765 0.523
C -2.448 0.755 0.157
C -2.015 1.470 -1.055
O -0.865 1.859 -1.228
C -3.035 1.704 -2.108
C -3.038 2.923 -2.782
C -3.948 3.158 -3.795
C -4.844 2.167 -4.164
C -4.825 0.941 -3.519
C -3.930 0.707 -2.492
H -3.905 -0.255 -2.001
H -5.512 0.163 -3.819
H -5.551 2.348 -4.959
H -3.955 4.111 -4.303
H -2.326 3.681 -2.490
H -4.498 1.334 -0.070
H -5.286 0.119 1.910
H -3.676 -1.162 3.285
H -1.289 -1.170 2.704
H 0.018 0.747 -0.122
H 2.109 -0.677 -0.512
H 2.227 0.855 0.362
*
```

**Gap between HOMO and LUMO**: 8.486 eV
**Energy relative to the best compared isomer or geometry (same formula, charge and spin)**: 0.0 kcal per mole

Atomic partial charges in e from the Mulliken method, atoms 1 to 4: O -0.59; C 0.51; O -0.46; H 0.38

C22H23NO6PtSi | ωB97M-V with the def2-TZVPD basis set

```
! wB97M-V def2-TZVPD RIJCOSX def2/J DEFGRID3
* xyz 0 1
Pt -0.452 -1.347 1.798
O -0.660 -5.435 1.500
C -0.851 -4.305 2.151
O 0.054 -3.572 2.500
C -2.315 -3.995 2.442
O -2.608 -2.641 2.161
C -3.019 -2.424 0.807
C -1.950 -2.900 -0.239
O -2.306 -3.658 -1.119
O -0.772 -2.468 -0.052
H 0.267 -5.542 1.228
H -2.485 -4.135 3.514
H -2.954 -4.669 1.864
H -3.132 -1.342 0.710
H -3.967 -2.938 0.619
N -0.498 -0.385 3.868
H -1.382 -0.635 4.299
H -0.511 0.602 3.628
H 0.265 -0.585 4.504
O -0.785 0.760 1.090
Si 0.082 1.181 -0.150
C 0.087 3.079 -0.285
C 0.118 3.752 -1.498
C 0.146 5.135 -1.542
C 0.134 5.869 -0.368
C 0.099 5.210 0.849
C 0.077 3.828 0.883
C 1.899 0.607 0.066
C 2.981 1.276 -0.492
C 4.268 0.796 -0.320
C 4.495 -0.355 0.414
C 3.428 -1.032 0.981
C 2.151 -0.541 0.789
C -0.382 0.463 -1.866
C 0.518 -0.304 -2.593
C 0.170 -0.829 -3.825
C -1.089 -0.592 -4.349
C -2.004 0.151 -3.622
C -1.650 0.676 -2.390
H 0.124 3.187 -2.420
H 0.170 5.644 -2.495
H 0.155 6.949 -0.401
H 0.082 5.773 1.770
H 0.053 3.311 1.829
H 2.812 2.177 -1.064
H 5.102 1.318 -0.766
H 5.501 -0.727 0.548
H 3.592 -1.935 1.550
H 1.282 -1.105 1.221
H 1.502 -0.500 -2.193
H 0.882 -1.430 -4.374
H -1.358 -0.991 -5.317
H -2.998 0.316 -4.017
H -2.368 1.258 -1.828
*
```

**Gap between HOMO and LUMO (alpha / beta)**: 7.418 / 7.506 eV

Atomic partial charges in e from the Mulliken method, atoms 1 to 4: Pt 1.94; O -0.43; C 0.69; O -0.71